(1)
13
Properties=species:S:1:pos:R:3:forces:R:3 method="wB97M-V/def2-TZVPD" relative_energy_kj_mol=563.9 smiles="C1=NN=CC12C=NN=C2"
C 1.125 0.786 0.666 0.91 -0.27 1.41
N 2.269 0.404 0.194 0.30 2.17 1.42
N 2.193 -0.646 -0.708 -6.70 -0.90 1.49
C 0.845 -0.966 -0.603 4.66 1.39 -1.45
C -0.042 -0.018 0.151 1.15 1.27 -0.05
C -1.161 -0.690 0.878 -2.93 0.98 -5.68
N -2.291 -0.642 0.075 3.10 0.46 4.95
N -2.174 0.548 -0.641 2.97 0.46 -1.76
C -0.898 0.864 -0.737 -1.59 0.60 -0.68
H 1.064 1.470 1.534 0.13 -0.12 -0.98
H 0.507 -1.665 -1.259 -1.19 -2.16 -1.55
H -0.940 -1.232 1.695 -0.08 -2.57 2.45
H -0.497 1.788 -1.245 -0.75 -1.31 0.43


(2)
51
Properties=species:S:1:pos:R:3:forces:R:3 method="wB97M-V/def2-TZVPD" relative_energy_kj_mol=228.9 smiles="O=C(Nc1ccc2c(c1)OCO2)C1CCN(Cc2cc3c(cc2O)OCO3)CC1"
O 1.737 0.387 1.023 -0.02 0.42 0.10
C 1.890 -0.783 0.758 -0.03 -0.73 0.02
N 3.078 -1.336 0.375 -0.01 -0.35 -0.06
C 4.320 -0.720 0.174 0.43 0.15 -0.09
C 5.383 -1.533 -0.210 -0.23 0.03 0.07
C 6.655 -1.017 -0.436 0.18 0.40 0.02
C 6.822 0.335 -0.265 -0.53 0.21 0.16
C 5.757 1.152 0.119 0.46 -0.62 -0.21
C 4.497 0.658 0.346 0.09 0.33 0.04
O 6.191 2.445 0.215 -0.50 -0.19 0.09
C 7.563 2.421 -0.115 0.80 0.97 -0.04
O 7.951 1.098 -0.418 -0.01 -0.44 -0.07
C 0.773 -1.828 0.815 -0.23 0.03 0.10
C -0.472 -1.291 1.527 0.20 0.22 -0.08
C -1.200 -0.249 0.684 -0.08 -0.03 0.36
N -1.544 -0.805 -0.620 0.05 0.03 -0.09
C -2.426 0.083 -1.366 -0.19 0.01 -0.15
C -3.807 0.152 -0.756 0.19 -0.22 0.00
C -4.488 1.371 -0.744 -0.45 0.08 0.18
C -5.766 1.394 -0.250 -0.09 -0.47 0.11
C -6.378 0.239 0.234 0.42 0.43 -0.26
C -5.727 -0.966 0.247 -0.12 0.07 0.03
C -4.420 -1.003 -0.257 -0.05 0.39 -0.04
O -3.783 -2.196 -0.236 -0.08 -0.32 -0.07
O -7.644 0.539 0.663 0.28 -0.48 0.00
C -7.812 1.921 0.432 -1.01 0.72 0.23
O -6.637 2.454 -0.136 0.38 0.03 -0.15
C -0.338 -1.160 -1.344 0.12 -0.29 -0.14
C 0.383 -2.281 -0.599 0.06 0.17 -0.08
H 3.085 -2.333 0.214 -0.12 0.18 0.06
H 5.222 -2.593 -0.336 -0.04 -0.12 -0.01
H 7.474 -1.650 -0.732 0.11 -0.10 -0.04
H 3.684 1.294 0.645 -0.06 0.04 0.02
H 8.154 2.793 0.737 -0.18 -0.15 -0.15
H 7.743 3.067 -0.990 -0.10 -0.20 0.16
H 1.157 -2.689 1.375 0.01 0.06 -0.05
H -0.185 -0.838 2.476 -0.04 -0.04 0.04
H -1.148 -2.125 1.727 -0.01 -0.01 0.03
H -2.126 0.043 1.185 0.05 0.00 -0.02
H -0.568 0.643 0.576 -0.12 -0.04 -0.04
H -2.513 -0.317 -2.384 0.10 0.03 0.05
H -2.007 1.099 -1.445 0.00 -0.06 -0.03
H -4.023 2.267 -1.121 0.10 0.15 -0.05
H -6.183 -1.865 0.623 -0.07 -0.15 0.08
H -2.833 -2.018 -0.435 0.02 0.11 0.10
H -8.659 2.078 -0.256 0.23 -0.09 0.11
H -8.024 2.430 1.387 0.12 -0.16 -0.19
H -0.617 -1.509 -2.342 0.03 0.07 0.05
H 0.336 -0.295 -1.458 -0.07 0.01 -0.05
H 1.261 -2.588 -1.172 -0.02 -0.06 -0.01
H -0.290 -3.137 -0.519 0.03 -0.04 -0.04